Below is a molecular structure, C25H31CoI2N5 at a distorted geometry, with properties calculated with the ωB97M-V functional and the def2-TZVPD basis.

The expectation value of S² is 0.798. As for the net charge: +2. The calculation puts the frontier orbital gap (spin up / spin down) at 8.79 / 9.24 eV. The relative energy (zero: lowest compared OMol25 entry of this formula, charge and spin) comes out at 49.7 kJ/mol. Its multiplicity is 2.

Structure (XYZ):
```
64
Properties=species:S:1:pos:R:3:mulliken_spin:R:1
Co -0.2061 0.2351 0.0853 0.93
C -1.8624 -1.7818 1.6876 -0.01
C -2.7884 -1.9048 0.4842 0.00
C -3.1882 -0.5983 -0.1498 0.00
C -4.4950 -0.4449 -0.6024 0.00
C -4.8922 0.7413 -1.1889 0.00
C -3.9766 1.7793 -1.2769 0.00
C -2.7040 1.5645 -0.7959 0.01
N -2.2986 0.4010 -0.2613 -0.01
N -0.4537 -1.5446 1.3406 0.07
C 0.1480 -2.6566 0.5861 0.00
C 0.0024 -2.4882 -0.9020 0.00
C 0.0853 -3.5726 -1.7619 0.00
C -0.0794 -3.3688 -3.1210 0.00
C -0.3518 -2.0867 -3.5792 0.00
C -0.4046 -1.0587 -2.6620 0.00
N -0.2072 -1.2485 -1.3526 0.00
C 0.3331 -1.3061 2.5504 -0.01
C 1.6451 -0.6602 2.1977 0.00
C 2.7426 -0.7779 3.0330 0.00
C 3.9101 -0.1030 2.7158 0.00
C 3.9403 0.6696 1.5666 0.00
C 2.8071 0.7263 0.7783 0.00
N 1.6798 0.0725 1.0751 0.00
H -1.9468 -2.6938 2.2914 0.00
H -2.1875 -0.9459 2.3101 0.00
H -3.6968 -2.4057 0.8167 0.00
H -2.3491 -2.5571 -0.2739 0.00
H -5.1954 -1.2612 -0.4903 0.00
H -5.9021 0.8599 -1.5582 0.00
H -4.2388 2.7332 -1.7114 0.00
H -1.9714 2.3585 -0.8255 0.00
H -0.2716 -3.6185 0.8994 0.00
H 1.2169 -2.6871 0.8098 0.00
H 0.2648 -4.5641 -1.3676 0.00
H -0.0158 -4.2005 -3.8097 0.00
H -0.5185 -1.8904 -4.6285 0.00
H -0.6321 -0.0467 -2.9735 0.00
H 0.5032 -2.2325 3.1100 0.00
H -0.2246 -0.6297 3.2025 0.00
H 2.6817 -1.3882 3.9242 0.00
H 4.7786 -0.1816 3.3557 0.00
H 4.8254 1.2195 1.2812 0.00
H 2.7994 1.3241 -0.1183 0.00
I 2.9755 -0.2393 -2.9935 0.00
C 1.9005 1.5424 -3.4045 0.00
I 0.6977 2.2906 -1.7842 0.02
H 1.2253 1.3613 -4.2305 0.00
H 2.6088 2.3279 -3.6355 0.00
C -0.3921 4.2391 3.7694 0.00
C -1.5136 3.3481 3.2193 0.00
C -2.5715 4.1880 2.4816 0.00
C -2.1643 2.5256 4.3457 0.00
C -0.9579 2.3990 2.2527 0.00
N -0.5386 1.6467 1.4962 -0.01
H -0.8262 4.9466 4.4745 0.00
H 0.0933 4.8026 2.9729 0.00
H 0.3605 3.6506 4.2937 0.00
H -3.0148 4.8893 3.1871 0.00
H -3.3641 3.5569 2.0775 0.00
H -2.1225 4.7579 1.6678 0.00
H -2.6146 3.2099 5.0636 0.00
H -1.4234 1.9214 4.8700 0.00
H -2.9477 1.8741 3.9566 0.00
```


Below is a single C3H7NO molecule at a distorted geometry, with properties calculated with the ωB97M-V functional and the def2-TZVPD basis.

The calculation puts the frontier orbital gap at 10.21 eV. The relative energy (zero: lowest compared OMol25 entry of this formula, charge and spin) comes out at 212.1 kJ/mol. Its multiplicity is 1. As for the SMILES: NC1(O)CC1.

Structure (XYZ):
```
12
Properties=species:S:1:pos:R:3:nbo_charge:R:1
C -1.2218 0.0164 -0.1838 -0.48
C -0.3524 -0.9185 0.6106 -0.44
C 0.3261 0.2875 0.0805 0.38
O 0.5726 1.3530 0.9611 -0.70
N 1.4332 0.0787 -0.7861 -0.86
H -2.0652 0.4348 0.4027 0.22
H -0.0360 2.0214 0.6495 0.47
H -1.5733 -0.2704 -1.1732 0.22
H -0.0902 -1.8590 0.1464 0.21
H -0.5175 -0.9307 1.6792 0.22
H 1.9756 -0.7656 -0.7275 0.38
H 1.5488 0.5523 -1.6593 0.38
```


Below is 6 unconnected molecules or ions with the total composition C36H44BF40O12P at a distorted geometry, with properties calculated with the ωB97M-V functional and the def2-TZVPD basis.

The calculation puts the frontier orbital gap at 9.85 eV. Its multiplicity is 1. As for the SMILES: CCOP(=O)(CCC[C@H]1C[C@H](OB(O)O)CO1)OCC.FC(F)C(F)(F)COC(F)(F)C(F)F.FC(F)C(F)(F)COC(F)(F)C(F)F.FC(F)C(F)(F)COC(F)(F)C(F)F.FC(F)C(F)(F)COC(F)(F)C(F)F.FC(F)C(F)(F)COC(F)(F)C(F)F.

Structure (XYZ):
```
134
Properties=species:S:1:pos:R:3:lowdin_charge:R:1
C -2.1187 -2.0451 3.9234 -0.07
C -1.2696 -1.2442 2.7253 -0.26
O -1.9281 0.0623 2.5795 -0.30
P -1.9136 0.6399 0.9374 0.81
O -2.3072 -0.4885 -0.1454 -0.40
C -3.3587 1.9378 0.8228 -0.20
C -3.1274 3.2546 1.7692 -0.22
C -3.0802 2.9596 3.3806 -0.15
C -4.4089 2.2176 3.9926 -0.29
C -5.9121 2.7121 3.5106 -0.03
C -6.4394 1.2658 2.8567 -0.24
O -7.8633 0.9076 3.0259 0.00
B -8.0716 -0.3152 2.1778 -0.49
O -8.4510 -1.6155 2.8354 0.04
O -7.8830 -0.3674 0.7150 0.06
C -5.3882 0.0597 3.3443 -0.08
O -4.3900 0.7547 4.2223 -0.20
O -0.3760 1.3552 0.5423 -0.28
C -0.4760 2.3454 -0.5404 -0.27
C -0.8904 1.7222 -2.0081 -0.09
H -3.1933 -2.2363 3.4410 0.09
H -1.6000 -3.0363 4.2661 0.07
H -2.2960 -1.2609 4.7814 0.09
H -0.1394 -1.1937 3.0482 0.12
H -1.3287 -1.9417 1.7879 0.12
H -4.3640 1.3651 0.9956 0.08
H -3.3785 2.3265 -0.2991 0.10
H -4.0718 3.9625 1.5895 0.11
H -2.1900 3.9051 1.5014 0.11
H -2.0925 2.3956 3.7410 0.13
H -3.0233 4.0259 3.9138 0.13
H -4.4000 2.6167 5.1177 0.15
H -5.9971 3.6138 2.7696 0.12
H -6.5482 2.9721 4.4829 0.14
H -6.4185 1.5556 1.6987 0.14
H -7.7451 -2.2800 2.5234 0.12
H -6.8916 -0.5690 0.5697 0.13
H -5.8147 -0.7385 4.1227 0.16
H -4.6966 -0.3941 2.4838 0.13
H 0.6192 2.7955 -0.6787 0.13
H -1.1828 3.2524 -0.3241 0.10
H -2.0420 1.9981 -2.1599 0.08
H -0.2310 2.1174 -2.9014 0.07
H -0.7868 0.5397 -2.0296 0.07
C 1.5793 -1.7869 -1.7814 -0.04
C 2.3756 -0.8342 -2.6938 -0.42
C 3.3050 -1.4763 -3.7322 -0.28
F 4.1054 -2.4427 -3.2557 0.09
F 4.1161 -0.5318 -4.2793 0.09
F 3.0379 0.0520 -1.9025 0.10
F 1.4522 -0.0754 -3.3559 0.09
O 2.1970 -2.2336 -0.5634 0.03
C 3.2319 -3.2085 -0.7193 -0.46
C 4.6484 -2.6135 -0.6266 -0.25
F 4.7758 -1.4450 -1.3048 0.08
F 5.5762 -3.4677 -1.1391 0.10
F 2.9932 -3.8773 -1.8774 0.11
F 3.0519 -4.1223 0.2728 0.14
H 0.7200 -1.2087 -1.4351 0.13
H 1.1446 -2.6289 -2.3410 0.15
H 2.7133 -1.9040 -4.5481 0.18
H 4.9060 -2.4148 0.4130 0.14
C 4.0574 2.9968 -3.3753 -0.04
C 2.7227 3.6898 -3.0394 -0.41
C 1.9012 4.2309 -4.2169 -0.29
F 2.5951 4.9612 -5.1039 0.06
F 0.8963 5.0243 -3.7588 0.09
F 2.9695 4.6526 -2.1108 0.11
F 1.9656 2.7646 -2.3777 0.07
O 5.2365 3.8111 -3.4807 0.04
C 5.3275 4.6132 -4.6615 -0.47
C 4.9440 6.0855 -4.4290 -0.25
F 3.8388 6.2273 -3.6544 0.08
F 4.6820 6.7182 -5.6056 0.09
F 4.5950 4.0022 -5.6288 0.12
F 6.6201 4.5360 -5.0800 0.14
H 4.2708 2.3469 -2.5241 0.14
H 3.9649 2.3146 -4.2339 0.14
H 1.4348 3.4015 -4.7585 0.16
H 5.7577 6.6128 -3.9327 0.17
C -2.3219 3.4713 -8.8725 -0.05
C -1.6001 3.9682 -10.1399 -0.43
C -0.2611 3.3041 -10.4865 -0.29
F 0.6044 3.2067 -9.4652 0.08
F 0.3682 4.0067 -11.4660 0.10
F -1.4866 5.3212 -10.0574 0.11
F -2.4628 3.7617 -11.1791 0.10
O -1.9923 4.0894 -7.6180 0.03
C -0.7232 3.7262 -7.0672 -0.46
C 0.3681 4.7862 -7.3006 -0.25
F 0.3493 5.2955 -8.5583 0.09
F 1.6107 4.2650 -7.1070 0.09
F -0.4047 2.4965 -7.5489 0.11
F -0.9187 3.5548 -5.7315 0.13
H -3.3735 3.7289 -9.0159 0.15
H -2.3096 2.3738 -8.7926 0.15
H -0.4348 2.2953 -10.8751 0.18
H 0.2372 5.6195 -6.6113 0.18
C 3.0927 -1.5702 3.8629 -0.05
C 4.5866 -1.6587 3.4956 -0.41
C 5.4848 -2.4905 4.4205 -0.28
F 5.3413 -2.2347 5.7303 0.09
F 6.7930 -2.2713 4.1208 0.10
F 5.0579 -0.3924 3.3387 0.12
F 4.6425 -2.2005 2.2426 0.08
O 2.6764 -0.5317 4.7646 0.03
C 3.0272 -0.7306 6.1369 -0.47
C 4.2606 0.0798 6.5740 -0.25
F 5.2612 0.0542 5.6576 0.08
F 4.7806 -0.4026 7.7360 0.09
F 3.1510 -2.0684 6.3381 0.11
F 1.9451 -0.3506 6.8692 0.14
H 2.5778 -1.3222 2.9323 0.14
H 2.6812 -2.5464 4.1606 0.15
H 5.2936 -3.5573 4.2651 0.18
H 3.9898 1.1233 6.7295 0.17
C -2.8688 -7.0458 5.1697 -0.05
C -2.0725 -6.0931 4.2574 -0.43
C -1.1431 -6.7352 3.2190 -0.29
F -0.3427 -7.7016 3.6954 0.08
F -0.3320 -5.7908 2.6719 0.09
F -1.4101 -5.2070 5.0487 0.09
F -2.9958 -5.3343 3.5952 0.10
O -2.2511 -7.4925 6.3878 0.03
C -1.2161 -8.4674 6.2319 -0.47
C 0.2003 -7.8724 6.3246 -0.25
F 0.3277 -6.7040 5.6463 0.08
F 1.1281 -8.7266 5.8120 0.10
F -1.4549 -9.1362 5.0737 0.11
F -1.3962 -9.3812 7.2240 0.14
H -3.7280 -6.4676 5.5161 0.15
H -3.3035 -7.8878 4.6101 0.15
H -1.7347 -7.1629 2.4030 0.18
H 0.4580 -7.6737 7.3642 0.17
```


Below is a single C12H18O4 molecule at a distorted geometry, with properties calculated with the ωB97M-V functional and the def2-TZVPD basis.

The calculation puts the frontier orbital gap at 10.11 eV. The relative energy (zero: lowest compared OMol25 entry of this formula, charge and spin) comes out at 307.8 kJ/mol. Its multiplicity is 1. As for the SMILES: COC(OC)c1ccc(C(OC)OC)cc1.

Structure (XYZ):
```
34
Properties=species:S:1:pos:R:3:nbo_charge:R:1
O -2.3113 2.6445 0.7702 -0.54
O -1.7825 3.0747 -1.4970 -0.56
O 1.5616 -3.4348 0.3083 -0.56
O 3.0490 -1.7053 1.1756 -0.55
C 0.3348 1.2940 -0.1177 -0.13
C -1.3443 -0.3665 -0.4496 -0.18
C 1.3297 0.3444 0.0166 -0.23
C -0.3692 -1.3635 -0.2984 -0.22
C -1.0309 0.9773 -0.3227 -0.10
C 0.9676 -1.0251 -0.0465 -0.05
C -3.2088 3.7650 0.7798 -0.26
C -1.7463 2.5372 -2.8479 -0.26
C 2.5543 -4.4862 0.3764 -0.25
C 2.5192 -1.7027 2.5030 -0.27
C -2.1047 2.0477 -0.5143 0.38
C 2.0935 -2.0922 0.1344 0.37
H 0.6137 2.3555 -0.0361 0.21
H -2.3944 -0.6267 -0.6691 0.21
H 2.3518 0.6657 0.1717 0.23
H -0.6921 -2.3928 -0.2855 0.23
H -4.2175 3.3980 0.7123 0.17
H -3.0750 4.2936 1.7148 0.19
H -2.9813 4.4785 -0.0625 0.20
H -1.1351 1.6492 -2.9339 0.18
H -1.3779 3.2502 -3.5426 0.20
H -2.7685 2.2880 -3.1866 0.17
H 3.2260 -4.2814 1.2046 0.18
H 3.1678 -4.4753 -0.5560 0.17
H 2.0648 -5.4368 0.5245 0.20
H 3.3107 -1.5780 3.2646 0.19
H 2.0217 -2.6698 2.7308 0.18
H 1.8018 -0.9331 2.6746 0.18
H -3.0318 1.5879 -0.8647 0.14
H 2.6034 -2.0813 -0.8310 0.17
```


Below is a single C7H11N3O3 molecule at a distorted geometry, with properties calculated with the ωB97M-V functional and the def2-TZVPD basis.

The expectation value of S² is 2.017. The calculation puts the frontier orbital gap (spin up / spin down) at 7.65 / 7.54 eV. The relative energy (zero: lowest compared OMol25 entry of this formula, charge and spin) comes out at 0.0 kJ/mol. Its multiplicity is 3.

Structure (XYZ):
```
24
Properties=species:S:1:pos:R:3:mulliken_spin:R:1
C 2.2545 1.5929 0.1014 0.01
C 2.3996 -0.7153 -0.8631 0.12
C 2.3054 -1.6105 0.4419 -0.01
C -1.8921 0.0934 -0.1009 -0.04
C 0.3255 0.1073 -0.5855 0.28
C -2.4541 -0.2049 1.4074 0.08
C -2.8432 1.0690 -0.6798 0.04
N -1.4324 -0.9751 -0.9082 0.52
N -0.2088 -0.9993 -1.1011 0.01
N 1.6261 0.4618 -0.5740 0.03
O 3.4422 1.5982 0.2197 0.05
O 1.0861 -2.0663 0.5679 0.81
O -0.5663 0.8526 0.0222 0.07
H 1.6542 2.4029 0.3572 0.00
H 3.4443 -0.3951 -0.9943 -0.01
H 2.0095 -1.1009 -1.8151 0.00
H 3.0631 -2.3581 0.2811 0.01
H 2.6193 -0.8800 1.3145 0.04
H -1.7794 -0.8757 1.9013 -0.01
H -3.4726 -0.4953 1.3174 0.00
H -2.5020 0.7962 1.8991 0.00
H -2.5692 1.1988 -1.6489 0.00
H -2.7143 1.9056 0.0044 0.00
H -3.7952 0.5977 -0.5645 0.00
```


Below is a single C3H8FN molecule at a distorted geometry, with properties calculated with the ωB97M-V functional and the def2-TZVPD basis.

The calculation puts the frontier orbital gap at 10.00 eV. The relative energy (zero: lowest compared OMol25 entry of this formula, charge and spin) comes out at 115.1 kJ/mol. Its multiplicity is 1. As for the SMILES: C[C@@H](F)CN.

Structure (XYZ):
```
13
Properties=species:S:1:pos:R:3:nbo_charge:R:1
C 1.7654 -0.4288 -0.0630 -0.66
C 0.5956 0.4493 0.3260 0.20
C -0.8587 -0.1655 -0.3210 -0.22
H 1.8861 -0.2368 -1.1052 0.22
H 2.7752 -0.2739 0.3728 0.23
H 1.4186 -1.5388 0.2549 0.22
H 0.3606 0.3458 1.4093 0.14
H -0.6197 -1.2542 -0.2808 0.16
H -0.8620 0.1684 -1.3373 0.19
H -2.5928 0.9598 -0.2622 0.37
H -2.3150 0.1269 1.0914 0.35
N -2.1677 0.1406 0.0467 -0.82
F 0.6145 1.7073 -0.1316 -0.35
```